*i*
Entry from OMol25: 11 unconnected molecules or ions with the total composition C14H50N6O11 (the ωB97M-V functional and the def2-TZVPD basis).

Values from the calculation:
- gap between HOMO and LUMO (hartree) = 0.32945
- structure (SMILES) = NC(N)=O.NC(N)=O.NC(N)=O.CCO.CCO.CCO.CO.CO.CO.CO.CO
- HOMO (eV) = -9.0152

```
! RIJCOSX wB97M-V def2-TZVPD def2/J DEFGRID3
* xyz 0 1
N 0.48620 1.37150 -0.01669
C -0.56920 0.54952 -0.04291
N -0.34063 -0.63574 0.56839
O -1.62148 0.83053 -0.61186
H 0.37737 2.16736 -0.63130
H 1.35431 1.32068 0.48472
H 0.53807 -0.69785 1.06317
H -1.04146 -1.32823 0.77478
N 4.24926 0.25692 1.30473
C 3.27576 -0.08781 2.16168
N 3.49670 0.34424 3.43411
O 2.30193 -0.72779 1.81853
H 4.13773 -0.13101 0.37784
H 5.07942 0.73948 1.59143
H 2.84032 0.13229 4.16556
H 4.30400 0.91266 3.60699
N 2.82326 4.88597 3.08386
C 1.80396 4.07673 2.74396
N 1.96672 3.53407 1.49858
O 0.77683 3.95920 3.37900
H 3.53079 4.94403 2.37692
H 2.75592 5.46867 3.89840
H 2.82310 3.57103 0.97749
H 1.16827 3.06442 1.09820
C -0.17094 -4.46662 -1.10770
C 0.68885 -5.29350 -2.05925
O 0.49832 -4.84904 -3.39330
H -0.21164 -4.85775 -0.08693
H -1.22085 -4.57212 -1.39685
H 0.08650 -3.41378 -1.00028
H 0.38671 -6.34329 -2.04898
H 1.75285 -5.16375 -1.87005
H -0.42750 -4.84952 -3.64585
C -0.08576 5.36969 -3.16359
C 0.84059 4.22935 -2.73633
O 0.71370 4.18433 -1.31781
H 0.08706 6.26546 -2.56979
H -1.11890 5.03059 -3.15473
H 0.14200 5.64870 -4.19796
H 1.84831 4.28881 -3.15312
H 0.45388 3.23300 -2.96281
H 1.24817 4.87708 -0.91697
C -1.98913 -0.36918 -3.72514
C -1.90214 -1.86378 -3.40793
O -2.95905 -2.44856 -4.16668
H -2.97208 0.01884 -3.46800
H -1.71211 -0.20856 -4.76590
H -1.26269 0.10926 -3.06393
H -2.13491 -1.98641 -2.34402
H -0.91518 -2.29453 -3.59310
H -2.78671 -3.39161 -4.05729
C -1.03950 1.11715 3.68145
O -0.36311 1.89091 4.65812
H -1.97327 0.76185 4.12155
H -1.32321 1.77762 2.85600
H -0.50678 0.25266 3.27884
H 0.07489 2.62413 4.19303
C 2.66063 -1.41272 -1.72176
O 3.77846 -0.51722 -1.68770
H 2.37785 -1.66174 -0.69854
H 1.76727 -0.97458 -2.17333
H 2.87709 -2.25048 -2.38559
H 4.54533 -0.97858 -2.03256
C -3.33101 -1.99392 0.55824
O -2.21996 -2.82064 0.95281
H -4.21792 -2.49118 0.95627
H -3.24315 -1.04984 1.09121
H -3.41999 -1.91049 -0.52278
H -2.48964 -3.73844 1.03763
C -4.72587 1.87936 0.17544
O -4.29731 1.28372 -1.01765
H -4.73744 2.96920 0.07427
H -5.69205 1.48109 0.48823
H -4.02474 1.73357 1.00460
H -3.38308 0.98949 -0.89101
C 0.22546 -3.88787 3.13506
O -0.79364 -2.88122 3.24028
H -0.00379 -4.63123 2.36818
H 1.21735 -3.44738 3.04616
H 0.19803 -4.49931 4.04186
H -1.33135 -3.01796 2.44040
*
```



*ii*
Entry from OMol25: 11 unconnected molecules or ions with the total composition C14H50N6O11 (the ωB97M-V functional and the def2-TZVPD basis).

Values from the calculation:
- gap between HOMO and LUMO (hartree) = 0.33500
- structure (SMILES) = NC(N)=O.NC(N)=O.NC(N)=O.CCO.CCO.CCO.CO.CO.CO.CO.CO
- HOMO (eV) = -9.0973

```
! RIJCOSX wB97M-V def2-TZVPD def2/J DEFGRID3
* xyz 0 1
N 0.22417 1.03894 1.02637
C -0.25453 -0.19767 0.71628
N 0.32240 -0.77376 -0.36431
O -1.17422 -0.71337 1.34979
H -0.33129 1.51983 1.72030
H 1.01064 1.53473 0.65115
H 1.14071 -0.30784 -0.73019
H 0.15604 -1.72624 -0.63960
N 3.00174 2.97481 -1.38932
C 3.35456 1.67148 -1.19547
N 4.63105 1.46149 -0.75298
O 2.56358 0.75818 -1.40526
H 2.07600 3.10316 -1.77376
H 3.64400 3.73543 -1.28788
H 4.95240 0.52578 -0.58391
H 5.21631 2.24655 -0.54445
N 4.29055 3.37539 3.57950
C 3.48519 2.32236 3.23837
N 2.34899 2.67099 2.54981
O 3.69360 1.17319 3.59347
H 3.96051 4.28310 3.31652
H 5.07352 3.22055 4.18377
H 2.18582 3.58258 2.16668
H 1.65178 1.95350 2.42002
C -1.33562 -1.63231 -4.06987
C -1.82095 -0.87579 -5.29047
O -3.05998 -0.21274 -5.02760
H -0.46536 -2.26627 -4.27429
H -2.08781 -2.37449 -3.77785
H -1.06626 -1.01841 -3.21203
H -1.98625 -1.56283 -6.12488
H -1.13679 -0.07639 -5.56561
H -3.71529 -0.83716 -4.70648
C -2.78974 3.44482 4.44503
C -2.03038 3.52025 3.12405
O -0.73790 2.89434 3.29530
H -2.15000 3.74514 5.27267
H -3.20777 2.45118 4.58064
H -3.63200 4.14605 4.43682
H -1.99150 4.53007 2.71026
H -2.46657 2.87122 2.36238
H -0.13482 3.49109 3.74968
C -4.24112 -0.36586 0.05025
C -4.01645 -1.08644 -1.27196
O -5.16347 -1.93088 -1.49911
H -4.37522 -1.08797 0.85156
H -5.07992 0.32126 -0.04759
H -3.32612 0.19353 0.26062
H -3.13200 -1.72571 -1.15742
H -3.82970 -0.39398 -2.09725
H -5.07058 -2.25949 -2.39961
C 3.11979 -1.59070 1.60363
O 4.32330 -1.09028 2.15714
H 3.16422 -2.68223 1.61501
H 2.26980 -1.30224 2.23423
H 2.92372 -1.27219 0.57611
H 4.10442 -0.28033 2.65088
C -0.53340 2.22395 -2.43472
O 0.05857 3.49798 -2.14325
H 0.24185 1.45731 -2.44675
H -1.24419 1.93520 -1.65556
H -1.13426 2.27677 -3.34327
H 0.00460 4.04590 -2.92874
C -1.11383 -3.81518 -0.30074
O -0.32044 -3.44508 -1.45408
H -1.20302 -4.90381 -0.29039
H -0.54996 -3.54298 0.58677
H -2.10722 -3.37763 -0.34274
H -0.42963 -4.09611 -2.15191
C -1.60425 -3.11420 3.70745
O -2.56768 -2.56734 2.83590
H -1.66245 -2.64467 4.69620
H -1.72461 -4.19601 3.78132
H -0.57578 -2.91343 3.38019
H -2.10754 -1.98296 2.21284
C 2.80312 -2.86283 -3.08813
O 2.45394 -3.30080 -1.77836
H 1.97849 -2.99027 -3.79561
H 3.17850 -1.84043 -3.06783
H 3.58729 -3.51644 -3.48753
H 1.49265 -3.44436 -1.79022
*
```



Verdict on stability: *i* comes out at the bottom.



*i*
Entry from OMol25: 2 unconnected molecules or ions with the total composition C2H5NP2 (the ωB97M-V functional and the def2-TZVPD basis).

Values from the calculation:
- gap between HOMO and LUMO (alpha / beta) (hartree) = 0.24033 / 0.27837
- HOMO (alpha / beta) (eV) = -7.2447 / -8.0920

```
! RIJCOSX wB97M-V def2-TZVPD def2/J DEFGRID3
* xyz 0 1
C -0.50358 1.93062 1.12256
C 0.23798 -1.72721 -0.95948
N -0.86288 -0.94766 -1.35685
P 1.05492 1.34780 1.11970
P -1.77761 0.20791 -0.85911
H -1.13574 2.82339 1.44234
H 1.16021 -1.76557 -1.54229
H -0.25254 -2.64095 -0.86413
H 0.38655 -1.49670 0.08819
H 1.69268 2.26837 1.80909
*
```



*ii*
Entry from OMol25: a single C2H5NP2 molecule (the ωB97M-V functional and the def2-TZVPD basis).

Values from the calculation:
- gap between HOMO and LUMO (alpha / beta) (hartree) = 0.26387 / 0.26385
- structure (SMILES) = N#CC=[PH2]P
- HOMO (alpha / beta) (eV) = -8.2025 / -8.2019

```
! RIJCOSX wB97M-V def2-TZVPD def2/J DEFGRID3
* xyz 0 1
N 0.98051 3.02699 -2.49319
C 0.34981 2.18917 -1.95860
C -0.60541 1.14115 -1.55871
P -0.36721 0.33759 0.06429
P 0.80849 -1.23037 1.50820
H -0.82693 0.45029 -2.43454
H -0.22274 1.48471 0.62952
H -1.57185 -0.06218 0.53141
H 1.86845 -0.43507 1.80881
H 1.28227 -2.01189 0.31031
*
```



Verdict on stability: *i* comes out at the bottom.



*i*
Entry from OMol25: a single C2H5NP2 molecule (the ωB97M-V functional and the def2-TZVPD basis).

Values from the calculation:
- gap between HOMO and LUMO (hartree) = 0.35898
- structure (SMILES) = N#CC(P)P
- HOMO (eV) = -9.7332

```
! RIJCOSX wB97M-V def2-TZVPD def2/J DEFGRID3
* xyz 0 1
N -1.91608 -1.30131 0.93707
C -1.13767 -0.92091 0.19798
C -0.11606 -0.26757 -0.44081
P -0.31823 1.44566 -1.11913
P 1.10313 -0.18599 1.31469
H 0.31202 -0.91004 -1.31860
H 0.90046 2.10231 -0.77773
H 0.46105 1.20988 -2.21881
H -0.07174 0.30969 1.94529
H 0.78313 -1.48173 1.48006
*
```



*ii*
Entry from OMol25: 2 unconnected molecules or ions with the total composition C2H5NP2 (the ωB97M-V functional and the def2-TZVPD basis).

Values from the calculation:
- gap between HOMO and LUMO (alpha / beta) (hartree) = 0.22296 / 0.31422
- HOMO (alpha / beta) (eV) = -6.8822 / -8.8422

```
! RIJCOSX wB97M-V def2-TZVPD def2/J DEFGRID3
* xyz 0 1
C 0.77989 2.24462 2.13760
C -0.90547 -1.42549 -0.79338
N 0.19143 -1.36950 -1.71127
P 0.86551 1.15403 0.83475
P 1.45026 -0.56345 -2.00939
H 1.27094 2.32233 3.17541
H -0.67961 -0.86210 0.10060
H -1.11459 -2.40016 -0.42231
H -1.84234 -1.08055 -1.26808
H -0.01604 1.98028 -0.04392
*
```



Verdict on stability: *ii* comes out at the bottom.



*i*
Entry from OMol25: 3 unconnected molecules or ions with the total composition C3H10NO4 (the ωB97M-V functional and the def2-TZVPD basis).

Values from the calculation:
- gap between HOMO and LUMO (hartree) = 0.29334
- HOMO (eV) = -4.0630

```
! RIJCOSX wB97M-V def2-TZVPD def2/J DEFGRID3
* xyz -1 1
O 1.53139 1.17588 -2.04639
C 0.51853 0.73666 -1.42356
N 0.55789 -0.23484 -0.45767
C 1.87731 -0.08548 0.30728
O 1.86597 -1.14225 1.06534
C -0.86087 1.24275 -1.72657
H -0.09851 -0.92185 -0.15763
H 1.84181 0.98997 0.88913
H 2.81951 -0.02891 -0.28365
H -1.25905 0.67433 -2.56245
H -1.53037 0.93061 -0.89672
H -0.94363 2.30555 -1.86499
H -2.30280 -1.32352 1.15920
H -1.45361 -0.21662 1.00411
O -2.40854 -0.30024 1.08886
H 0.65363 -1.52915 1.45221
H -0.41437 -0.85600 2.56088
O -0.39429 -1.41690 1.89266
*
```



*ii*
Entry from OMol25: 3 unconnected molecules or ions with the total composition C3H10NO4 (the ωB97M-V functional and the def2-TZVPD basis).

Values from the calculation:
- gap between HOMO and LUMO (hartree) = 0.30335
- HOMO (eV) = -4.4953

```
! RIJCOSX wB97M-V def2-TZVPD def2/J DEFGRID3
* xyz -1 1
C -0.74660 -0.90651 1.89077
N -1.28170 -1.32032 0.51245
C -0.33191 -0.85696 -0.66052
C 1.16062 -0.70169 -0.37651
O 1.52402 0.24596 0.32882
O 1.84311 -1.59145 -0.86315
H 0.27227 -1.09864 2.20894
H -1.47692 -1.19370 2.58797
H -0.89680 0.16391 1.82004
H -1.25940 -2.36946 0.64839
H -0.70188 0.02093 -1.08729
H -0.49402 -1.72437 -1.40144
H 1.39401 1.78968 -0.95236
H 0.11669 2.52462 -0.99761
O 0.91659 2.46920 -1.45325
H -1.70579 1.94310 -0.17813
H -2.20205 0.82853 0.89542
O -2.35458 1.76985 0.45588
*
```



Verdict on stability: *i* comes out at the bottom.



*i*
Entry from OMol25: 3 unconnected molecules or ions with the total composition C3H10NO4 (the ωB97M-V functional and the def2-TZVPD basis).

Values from the calculation:
- gap between HOMO and LUMO (hartree) = 0.31649
- HOMO (eV) = -4.6767

```
! RIJCOSX wB97M-V def2-TZVPD def2/J DEFGRID3
* xyz -1 1
C -1.34123 -1.09863 0.91398
N -0.15059 -1.50691 0.21470
C 1.07731 -0.80293 0.35732
O 1.07381 0.11895 1.21103
O 1.99909 -1.15821 -0.40540
C -1.89371 0.22237 0.38412
H -2.08849 -1.88956 0.76254
H -1.22211 -1.04422 1.99826
H -0.07935 -2.47905 -0.02533
H -2.59321 0.68104 1.09341
H -2.39656 0.07401 -0.57132
H -1.05941 0.90905 0.24599
H 1.61738 0.94915 -1.89462
H 0.44403 -0.00694 -1.99058
O 0.70605 0.89798 -2.22004
H 2.09569 1.50398 0.54173
H 1.48270 2.42661 -0.50960
O 2.32858 2.20331 -0.10620
*
```



*ii*
Entry from OMol25: 3 unconnected molecules or ions with the total composition C3H10NO4 (the ωB97M-V functional and the def2-TZVPD basis).

Values from the calculation:
- gap between HOMO and LUMO (hartree) = 0.30126
- HOMO (eV) = -4.5767

```
! RIJCOSX wB97M-V def2-TZVPD def2/J DEFGRID3
* xyz -1 1
O 3.84526 -0.12768 1.69251
C 2.63979 0.01344 1.79233
C 1.67427 -0.41059 0.75337
N 0.34067 0.14294 0.98563
C -0.28411 0.82152 -0.19058
O -0.87305 -0.11450 -1.00090
H 2.22806 0.30088 2.77527
H 1.71572 -1.52384 0.84396
H 2.05545 -0.29887 -0.27906
H -0.33980 -0.65251 1.00795
H 0.36154 1.41855 -0.90221
H -0.94796 1.52892 0.37182
H -2.11460 -0.79893 -0.82567
H -3.61213 -1.26307 -1.32499
O -3.01886 -1.31793 -0.56633
H -3.18867 0.58487 -1.99045
H -1.66970 0.93028 -2.08400
O -2.57319 1.12259 -2.48176
*
```



Verdict on stability: *ii* comes out at the bottom.



*i*
Entry from OMol25: 2 unconnected molecules or ions with the total composition C19H23N2 (the ωB97M-V functional and the def2-TZVPD basis).

Values from the calculation:
- gap between HOMO and LUMO (hartree) = 0.24841
- HOMO (eV) = -11.8952

```
! RIJCOSX wB97M-V def2-TZVPD def2/J DEFGRID3
* xyz 1 1
C -3.63939 -2.99005 -0.85278
N -2.68536 -1.90518 -1.02513
C -1.73069 -1.55897 -0.12586
C -1.03790 -0.40824 -0.58283
C 0.00280 0.22491 0.09549
C 0.81178 1.28399 -0.45064
C 1.34273 1.18923 -1.76327
C 2.00364 2.26180 -2.35387
C 2.14423 3.46735 -1.64943
C 1.69807 3.55942 -0.32197
C 1.07510 2.47268 0.28529
C -1.67251 -0.04721 -1.86263
C -1.55884 1.01199 -2.74687
C -2.34876 1.03632 -3.90696
C -3.30033 0.03652 -4.15070
C -3.48002 -1.01429 -3.24111
C -2.65968 -1.02860 -2.11698
H -4.30187 -3.02491 -1.72383
H -3.11442 -3.95277 -0.75795
H -4.24243 -2.83714 0.05749
H -1.57871 -2.11096 0.80113
H 0.16504 -0.07833 1.11758
H 1.21193 0.25563 -2.31583
H 2.39169 2.16493 -3.37197
H 2.64736 4.31496 -2.11992
H 1.84379 4.48289 0.24167
H 0.73059 2.53141 1.32076
H -0.87133 1.82773 -2.53275
H -2.22431 1.84349 -4.62707
H -3.91110 0.06961 -5.05184
H -4.21019 -1.80682 -3.38527
C 3.05695 -2.06106 3.92639
C 2.43850 -0.75725 3.44242
C 2.37588 0.26034 4.57219
N 1.09510 -1.01346 2.92570
H 4.10163 -1.92529 4.24357
H 2.49305 -2.42227 4.79458
H 3.02431 -2.83854 3.15532
H 3.04666 -0.35350 2.61570
H 3.37961 0.54813 4.91593
H 1.84144 1.17025 4.27466
H 1.84538 -0.18273 5.42396
H 0.63965 -0.12631 2.75081
H 1.16092 -1.56971 2.07682
*
```



*ii*
Entry from OMol25: a gas-phase ion, C19H23N2 (charge +1) (the ωB97M-V functional and the def2-TZVPD basis).

Values from the calculation:
- gap between HOMO and LUMO (hartree) = 0.31285
- structure (SMILES) = C[C@H](n1c2ccccc2c2ccccc21)[NH+]1CCCCC1
- HOMO (eV) = -10.8586

```
! RIJCOSX wB97M-V def2-TZVPD def2/J DEFGRID3
* xyz 1 1
C -0.93519 -1.86636 1.43469
C -0.02648 -1.10266 0.38191
N 0.37894 0.22302 0.99020
C 1.70139 0.62675 1.25624
C 2.88934 -0.08482 1.20417
C 4.08138 0.58537 1.51690
C 4.05721 1.93352 1.90383
C 2.84676 2.64035 2.05303
C 1.65830 1.94291 1.79545
C 0.26350 2.35653 1.85678
C -0.38873 3.55572 2.21641
C -1.80178 3.55174 2.13786
C -2.54566 2.43024 1.71263
C -1.88315 1.25059 1.33322
C -0.49671 1.26950 1.34208
N -0.68180 -1.09603 -0.90201
C 0.13196 -0.53089 -2.24116
C -0.66759 -0.67943 -3.52314
C -1.06721 -2.13428 -3.78737
C -1.81946 -2.73398 -2.61291
C -1.06466 -2.52744 -1.31751
H -0.71843 -2.94286 1.38136
H -0.77744 -1.51300 2.45831
H -2.01922 -1.80234 1.23115
H 0.88611 -1.59409 0.01673
H 2.89041 -1.11914 0.87059
H 5.04050 0.08478 1.42647
H 4.99723 2.43114 2.15002
H 2.82566 3.71063 2.33932
H 0.22221 4.44276 2.49373
H -2.33553 4.45130 2.43825
H -3.63445 2.47633 1.63788
H -2.42307 0.36281 1.00804
H -1.38249 -0.43075 -0.63236
H 1.04113 -1.20255 -2.17186
H 0.41862 0.48906 -1.93450
H 0.09274 -0.45724 -4.27271
H -1.55439 -0.03674 -3.48075
H -1.76496 -2.13797 -4.61439
H -0.23243 -2.77860 -4.13832
H -2.79253 -2.24138 -2.45613
H -1.84371 -3.83467 -2.72454
H -0.06064 -2.97898 -1.32823
H -1.50570 -2.98885 -0.44937
*
```



Verdict on stability: *ii* comes out at the bottom.